Record 1
{
  "formula": "C33H42AlCl2Ge2OSSe",
  "method": "ωB97M-V with the def2-TZVPD basis set",
  "s2": 0.754,
  "relative_energy_kcal_mol": 18.1,
  "orbital_gap_ev": [7.92, 4.17],
  "charge": 2,
  "spin_multiplicity": 2,
  "species": ["Al", "Cl", "C", "C", "C", "C", "C", "Cl", "C", "S", "H", "H", "H", "C", "Ge", "C", "C", "C", "Se", "C", "H", "H", "H", "H", "H", "H", "H", "H", "H", "H", "H", "H", "H", "H", "C", "C", "O", "C", "C", "H", "H", "H", "H", "H", "H", "H", "H", "H", "H", "C", "C", "C", "C", "C", "C", "Ge", "C", "C", "C", "C", "C", "C", "C", "C", "C", "C", "C", "C", "H", "H", "H", "H", "H", "H", "H", "H", "H", "H", "H", "H", "H", "H", "H"],
  "coordinates": [[-0.17243, -0.09622, -0.25900], [2.26209, 0.06479, 0.00950], [2.63788, 1.78056, 0.05242], [3.95473, 2.17964, 0.17021], [4.21522, 3.53721, 0.21555], [3.17424, 4.45105, 0.14797], [1.86469, 4.01804, 0.02658], [0.60756, 5.19620, -0.05352], [1.55499, 2.65198, -0.03170], [-0.12211, 2.12596, -0.21736], [4.75396, 1.44966, 0.22165], [5.23720, 3.88579, 0.30645], [3.37299, 5.51534, 0.18705], [-2.57815, 3.20539, 2.60231], [-2.49921, 2.41528, 4.36753], [-1.52759, 3.51984, 5.61316], [-4.21768, 1.81319, 4.98765], [-1.42570, 0.66904, 4.28340], [0.16181, 0.78314, 3.29135], [1.42431, 0.25093, 4.63585], [-2.68574, 4.28713, 2.72556], [-3.44872, 2.84176, 2.05060], [-1.67283, 3.02709, 2.01437], [-2.02614, 4.48878, 5.69029], [-0.50231, 3.69093, 5.27430], [-1.50821, 3.06418, 6.60559], [-4.87898, 2.68065, 5.07275], [-4.13994, 1.34268, 5.96973], [-4.66162, 1.10554, 4.28521], [-2.04530, -0.12513, 3.85066], [-1.14524, 0.40008, 5.30303], [1.28436, 0.91009, 5.49510], [2.42385, 0.36330, 4.22168], [1.21735, -0.78412, 4.89156], [-2.15605, 0.67303, -2.84803], [-2.82050, 0.83981, -1.50513], [-2.10722, 0.02072, -0.50778], [-2.80151, -0.18469, 0.77013], [-4.21483, -0.68439, 0.64037], [-2.65059, 1.32748, -3.56644], [-2.24356, -0.35385, -3.20605], [-1.10646, 0.95984, -2.82613], [-3.83986, 0.47883, -1.53513], [-2.80978, 1.87439, -1.16284], [-2.75755, 0.76524, 1.31766], [-2.19675, -0.93034, 1.29221], [-4.91370, 0.11439, 0.38950], [-4.51637, -1.10145, 1.60629], [-4.28274, -1.48267, -0.09790], [1.68389, -4.07112, 3.93780], [2.43712, -4.30094, 2.79327], [1.99628, -3.83372, 1.55435], [0.81499, -3.09927, 1.45220], [0.08339, -2.84571, 2.61936], [0.50020, -3.34561, 3.85148], [0.05315, -2.61713, -0.26991], [1.12194, -3.24324, -1.75250], [0.53778, -4.05473, -2.72699], [1.30298, -4.55559, -3.77536], [2.65350, -4.24961, -3.86275], [3.24941, -3.45656, -2.89049], [2.48777, -2.95397, -1.84267], [-1.75349, -3.32346, -0.42398], [-2.44832, -3.13399, -1.62664], [-3.68521, -3.73356, -1.84140], [-4.25805, -4.51529, -0.84278], [-3.59039, -4.69946, 0.36106], [-2.34213, -4.11157, 0.56880], [2.00921, -4.47006, 4.89282], [3.36078, -4.86625, 2.85903], [2.57101, -4.06566, 0.66411], [-0.85315, -2.28719, 2.56033], [-0.10895, -3.19733, 4.74046], [-0.50973, -4.32098, -2.66552], [0.84093, -5.19007, -4.52252], [3.24398, -4.63137, -4.68662], [4.30765, -3.23002, -2.94782], [2.97838, -2.34548, -1.08999], [-2.00998, -2.52830, -2.41524], [-4.19904, -3.60007, -2.78933], [-5.22203, -4.98562, -1.00712], [-4.02966, -5.32229, 1.13374], [-1.82164, -4.29337, 1.50302]],
  "forces_ev_per_a": [[-0.4252, -0.1415, -0.4906], [0.6843, 0.0701, 0.1107], [-0.2317, -0.0280, 0.0166], [0.0174, -0.1897, 0.0023], [0.0781, 0.1240, 0.0183], [0.0914, 0.0900, 0.0107], [-0.0560, -0.0639, -0.0011], [-0.0325, -0.0406, 0.0075], [-0.0304, 0.0397, 0.0510], [0.2223, -0.0651, 0.0352], [-0.0880, 0.0521, -0.0125], [-0.0946, -0.0192, -0.0174], [-0.0215, -0.0830, -0.0147], [0.0365, 0.0866, -0.2082], [-0.0561, 0.1201, -0.0391], [0.1582, 0.0436, 0.1651], [-0.2200, -0.0592, 0.1715], [0.1631, -0.4047, 0.1905], [0.0578, -0.1520, -0.1081], [0.2213, 0.3194, 0.0620], [-0.0030, -0.1058, -0.0533], [0.0971, 0.0499, 0.0099], [-0.1273, 0.0679, 0.0189], [0.0629, -0.0573, 0.0168], [-0.0745, 0.0374, 0.0563], [0.0289, 0.0742, -0.0628], [0.0301, -0.1227, 0.0006], [-0.0539, 0.0306, -0.0755], [-0.0139, 0.0469, 0.0488], [-0.0860, 0.2549, -0.0529], [-0.1358, -0.0544, -0.0347], [0.0457, -0.0879, -0.0183], [-0.0262, -0.0289, 0.0410], [-0.0302, -0.1014, 0.0063], [-0.0773, -0.1376, 0.0082], [0.2121, -0.0509, 0.0467], [-0.3481, -0.0059, 0.1194], [0.1431, 0.3036, -0.1138], [-0.1707, -0.0474, 0.0211], [0.0070, -0.0212, 0.0041], [-0.0039, 0.0651, 0.0185], [0.1084, 0.0715, 0.0017], [-0.1485, -0.0662, 0.0169], [0.0179, 0.0340, 0.0635], [0.0189, -0.0796, -0.0497], [0.1106, -0.0636, -0.0497], [0.0188, -0.0763, -0.0092], [-0.0003, 0.0580, -0.1099], [0.0235, -0.0682, -0.0009], [0.0241, 0.0115, -0.0180], [-0.0196, 0.0444, -0.0906], [-0.0086, -0.0120, 0.1870], [0.0286, -0.1520, 0.2633], [0.1240, 0.0446, 0.1173], [-0.0597, 0.1337, -0.0455], [-0.2486, 0.3979, 0.0975], [0.2143, -0.0448, -0.1360], [0.1810, -0.0534, -0.0569], [-0.0462, 0.0398, 0.0311], [-0.0126, -0.0008, -0.0038], [-0.0327, 0.0712, 0.0647], [-0.0274, -0.0679, -0.1387], [-0.2471, -0.1078, -0.0809], [-0.1461, -0.0378, 0.1525], [0.0560, 0.1106, -0.0014], [-0.0084, 0.0108, 0.0287], [0.0866, 0.0530, 0.0227], [-0.0915, 0.0206, -0.1348], [-0.0282, 0.0388, -0.0954], [-0.0982, 0.0370, -0.0182], [-0.0300, -0.0111, 0.0478], [0.0539, -0.1340, 0.0222], [0.0658, 0.0060, -0.1086], [0.0639, -0.0166, -0.0175], [0.0235, 0.0408, 0.0400], [-0.0211, -0.0060, 0.0530], [-0.0578, -0.0095, 0.0022], [-0.0170, -0.0321, -0.0270], [-0.0256, -0.0582, 0.0201], [0.0678, -0.0059, 0.1215], [0.1099, 0.0360, 0.0107], [0.0485, 0.0738, -0.0689], [-0.0210, -0.0381, -0.0575]]
}

---

Record 2
{
  "formula": "C33H42BBrN7O2S3W",
  "method": "ωB97M-V with the def2-TZVPD basis set",
  "orbital_gap_ev": [5.64, 5.63],
  "charge": 3,
  "species": ["W", "C", "C", "C", "C", "N", "N", "B", "N", "N", "C", "C", "C", "C", "C", "S", "C", "C", "C", "C", "N", "N", "C", "C", "C", "C", "C", "S", "C", "C", "C", "C", "C", "S", "C", "C", "C", "C", "H", "H", "H", "H", "H", "H", "H", "H", "H", "H", "H", "H", "H", "H", "H", "H", "H", "H", "H", "H", "H", "H", "H", "H", "H", "H", "H", "H", "H", "H", "H", "H", "H", "H", "H", "H", "H", "H", "H", "Br", "C", "C", "C", "C", "C", "N", "C", "O", "O", "H", "H", "H"],
  "coordinates": [[0.86566, -0.09538, 0.42972], [1.06981, -0.85628, 5.73526], [-0.03460, -0.22270, 4.98076], [-1.17754, 0.24239, 5.59356], [-2.17506, 0.88627, 4.83216], [-2.04527, 0.98837, 3.52917], [-0.98540, 0.51765, 2.91100], [-1.02293, 0.70112, 1.36747], [-1.24179, 2.22016, 1.01342], [-2.47753, 2.66447, 1.05936], [-2.75435, 3.90963, 0.72174], [-1.72032, 4.78578, 0.32990], [-0.41636, 4.33746, 0.27101], [0.71688, 5.16712, -0.18286], [-0.21296, 2.98203, 0.62138], [1.34977, 2.23379, 0.49958], [-4.16907, 4.40430, 0.84469], [-4.61550, 5.18037, -0.40289], [-4.16042, 5.34861, 2.06052], [-5.15294, 3.25558, 1.06812], [-2.20201, -0.04093, 0.70346], [-3.14864, -0.56101, 1.43437], [-4.18468, -1.14909, 0.87522], [-4.34444, -1.11549, -0.52478], [-3.33846, -0.61331, -1.31996], [-3.41242, -0.62531, -2.79767], [-2.18792, -0.13582, -0.64438], [-0.74501, 0.27637, -1.51829], [-5.18169, -1.86585, 1.73259], [-5.07909, -3.36246, 1.37561], [-4.85293, -1.69842, 3.21545], [-6.58705, -1.33236, 1.43747], [0.04494, -0.04659, 3.57004], [1.48989, -0.51826, 2.73036], [-3.36920, 1.50521, 5.50192], [-4.13989, 0.43086, 6.27883], [-4.29341, 2.16269, 4.47856], [-2.86092, 2.58030, 6.47847], [1.02819, -0.60659, 6.79264], [2.03617, -0.55958, 5.33435], [1.00817, -1.94262, 5.64805], [-1.31108, 0.12970, 6.65768], [-1.95160, 5.80528, 0.06573], [0.41968, 6.20623, -0.27225], [1.06499, 4.81949, -1.15729], [1.56151, 5.08657, 0.49982], [-4.03596, 6.08305, -0.57159], [-5.64881, 5.48584, -0.26202], [-4.56650, 4.55865, -1.29380], [-3.58574, 6.24912, 1.86323], [-3.73804, 4.85962, 2.93524], [-5.17959, 5.64367, 2.28772], [-5.28237, 2.68153, 0.15460], [-6.12083, 3.65755, 1.35432], [-4.79943, 2.59559, 1.85296], [-5.24180, -1.51796, -0.96856], [-4.43831, -0.76091, -3.13030], [-2.82213, -1.45363, -3.19342], [-3.00417, 0.29079, -3.21986], [-4.06230, -3.72237, 1.50605], [-5.38140, -3.55212, 0.35060], [-5.73440, -3.92476, 2.03241], [-3.84878, -2.05520, 3.42573], [-5.55926, -2.26035, 3.81968], [-4.92276, -0.64858, 3.48595], [-6.91669, -1.57699, 0.43051], [-6.62486, -0.25021, 1.55471], [-7.29711, -1.77967, 2.12654], [-4.48126, -0.36734, 5.62397], [-5.00633, 0.88706, 6.74906], [-3.53384, -0.01122, 7.06526], [-4.56327, 1.44196, 3.71185], [-3.78862, 3.00209, 4.01078], [-5.19599, 2.52238, 4.96664], [-2.32950, 2.13884, 7.31704], [-3.70865, 3.12914, 6.87950], [-2.20275, 3.29080, 5.98218], [3.79365, 0.11599, -0.29650], [3.16753, -1.61856, -0.84129], [3.91213, -2.63672, -1.40007], [3.24797, -3.83014, -1.68503], [1.90166, -3.97240, -1.35755], [1.25801, -2.90395, -0.75452], [1.87542, -1.72916, -0.53762], [-0.13563, -2.86814, -0.14982], [-0.98076, -3.69946, -0.30294], [-0.27079, -1.78022, 0.58176], [4.96837, -2.52240, -1.58427], [3.79028, -4.65354, -2.12914], [1.35931, -4.88583, -1.55046]],
  "forces_ev_per_a": [[1.5501, -0.4882, -1.4748], [0.2546, -0.3381, 0.1006], [-0.4410, 0.3737, -0.3866], [0.2287, -0.1012, -0.5636], [0.3631, -0.2099, 0.1032], [-0.7052, 0.5206, -0.0905], [0.7918, -0.4249, 0.3748], [-0.4782, -0.1672, 0.6122], [0.7180, 0.6191, -0.2938], [-0.5875, -0.3813, 0.0204], [0.4054, 0.1904, -0.1617], [0.3846, -0.4663, 0.1014], [-0.4384, -0.5147, 0.1932], [0.3362, 0.1927, -0.1678], [-0.7690, 0.3226, -0.0336], [-0.1737, -0.6791, -0.1148], [-0.4179, 0.0329, 0.0339], [0.1766, -0.0712, 0.1076], [-0.0487, -0.1010, -0.0409], [0.2602, 0.0523, 0.1345], [-0.0361, -0.2757, -1.3939], [-0.2371, -0.0963, 0.8916], [0.0915, 0.1851, -0.5561], [0.4989, 0.2307, 0.1120], [0.1414, 0.0351, 0.6759], [0.1419, -0.1214, -0.3412], [-1.0018, -0.3948, 0.3328], [1.0329, 0.4887, 1.7366], [-0.0466, -0.3969, 0.4068], [-0.0769, 0.2609, 0.0069], [-0.0693, 0.1823, -0.3087], [0.0788, 0.0151, -0.0209], [-0.7295, 0.0210, 0.6386], [-0.5905, 0.4997, -1.3422], [-0.4197, 0.3364, 0.1063], [0.1275, -0.0368, -0.0603], [0.2292, -0.2643, 0.1179], [-0.0054, -0.1349, -0.0496], [0.0035, 0.0410, -0.0223], [0.1445, 0.0663, 0.1106], [0.0051, -0.0630, 0.0051], [0.0777, 0.0048, 0.1409], [-0.0050, 0.1208, -0.0492], [0.0737, 0.1031, -0.0112], [0.0026, 0.0573, -0.0787], [0.0421, 0.1264, 0.0753], [0.0838, 0.1313, -0.0390], [-0.0859, 0.0369, -0.0128], [-0.0066, -0.0569, -0.1162], [0.0887, 0.1449, -0.0227], [-0.0218, -0.0164, 0.1283], [-0.1216, 0.0857, 0.0535], [-0.0097, -0.1545, -0.1269], [-0.0760, 0.0525, -0.0112], [-0.1004, -0.1127, 0.0766], [-0.0517, -0.0325, -0.1015], [0.0066, 0.0617, -0.0560], [0.0197, -0.0586, -0.0572], [-0.0789, 0.1012, -0.1108], [0.1412, -0.0931, 0.0494], [-0.0653, -0.0772, -0.1795], [-0.1001, -0.1257, 0.0496], [0.1355, -0.0292, 0.1285], [-0.0833, -0.0674, 0.0107], [0.0434, 0.0882, 0.1363], [-0.0539, -0.0318, -0.0890], [-0.0602, 0.0937, 0.0737], [-0.0822, -0.0398, 0.0693], [-0.0647, -0.0445, -0.0245], [-0.0812, 0.0228, 0.0621], [0.0426, -0.0686, 0.1370], [-0.1342, 0.0477, -0.1458], [-0.0024, 0.1006, -0.1604], [-0.0208, 0.0189, 0.0561], [0.1038, -0.0045, 0.1336], [-0.0788, 0.0304, 0.0577], [0.0579, 0.1001, -0.0533], [-0.1691, -0.4700, 0.0176], [0.1345, 0.2345, 0.0021], [-0.0725, 0.4063, 0.1695], [-0.1657, 0.1566, 0.1287], [-0.3232, 0.4303, 0.1231], [-0.2058, -0.3041, 0.0739], [0.3753, -0.7854, -0.0020], [0.0243, -0.7718, -0.7232], [0.4486, 0.2652, 0.0097], [-0.3485, 1.3817, 0.7344], [0.0924, 0.0853, -0.0682], [0.0405, -0.0143, -0.0306], [-0.0572, -0.0690, 0.0726]]
}

---

What did we get for max |F|? Answer: 0.014, 0.043 hartree/bohr, in the order shown.
What did we get for molecular weight? Answer: 808.8, 939.5 u, in the order shown.